Record 1
The following is a DFT calculation (ωB97M-V with the def2-TZVPD basis set) of a cluster of 8 separate species, C18H51NO8 in total.

```
78
Properties=species:S:1:pos:R:3:forces:R:3:mulliken_charge:R:1
H 4.497591 0.095361 -2.708401 -0.4 0.3 0.0 0.256
H 0.567852 3.280972 -3.227502 0.0 0.0 -0.3 0.280
H 4.760982 -1.111698 0.670116 0.2 -0.5 -0.1 0.405
C -5.633267 3.239391 -1.649521 0.0 -0.4 0.3 -1.600
C 0.197311 -1.336633 3.150056 -0.7 -2.0 0.4 1.453
H 0.937993 3.217730 -1.760911 0.2 -0.2 0.3 0.309
H -0.706034 3.767322 1.224961 -0.2 0.3 0.0 0.234
H 3.111653 1.719748 -1.859436 0.2 0.5 0.0 0.455
C -4.140548 -1.148712 -0.401998 -0.9 -1.6 0.0 -1.632
H 1.340789 -3.720798 -1.654831 -0.4 -0.2 0.0 0.483
H 4.051417 0.013670 1.581419 -0.3 1.1 -0.1 0.292
H 1.345429 -2.016683 4.847367 0.2 0.1 0.1 0.368
H 1.381909 -2.367420 -2.722738 -0.5 0.5 0.2 0.410
C -3.124986 -3.130508 0.861612 0.6 1.6 0.7 -1.501
H 0.644819 3.101158 1.377694 0.3 -0.1 0.2 0.233
C 3.723019 0.065095 -0.616596 1.3 0.5 -1.5 1.611
C 0.850903 -0.031300 3.026778 1.7 0.5 -0.8 -0.843
H 0.228343 -3.172237 4.245974 0.0 -0.2 -0.3 0.405
H -2.087417 -0.663324 0.019439 0.7 0.5 0.0 0.154
N 2.594674 -0.874320 -0.684071 2.8 1.0 -3.4 -0.481
C 0.939333 -2.414256 3.917247 0.0 0.4 1.2 -1.624
C 3.821063 -2.504149 -2.209080 -0.6 0.4 -1.2 -1.451
H 2.415873 1.762951 -0.252866 -0.4 -0.2 0.0 0.101
C 2.757216 -2.323068 -1.128342 0.4 0.9 2.6 1.959
O -1.031960 -1.049805 3.832795 -0.3 -0.7 -0.1 -0.687
O -0.257292 2.930071 1.107202 0.0 0.0 0.1 -0.534
C 3.337309 1.572797 -0.803221 -1.4 -1.0 0.0 -1.501
C 4.528497 -0.048875 0.603363 1.1 -2.6 2.5 -1.828
O 0.252893 3.521750 -2.356259 0.0 0.2 -0.1 -0.627
H -0.035594 -1.885285 2.237459 -0.1 0.7 -0.7 -0.183
C 5.106585 -1.764241 -1.983775 -0.5 -0.5 1.7 -0.708
H 0.957792 -0.062786 -0.205513 -0.3 0.0 -0.6 0.171
H -4.008147 -1.416712 1.781405 -0.2 0.1 0.1 0.463
C -3.405504 -1.603017 0.892464 -3.3 -1.3 -1.3 0.406
H 5.525466 -2.220731 -1.086966 0.6 0.2 0.2 0.330
H 5.549004 0.333027 0.574678 -0.4 0.9 0.1 0.455
C 4.764120 -0.307422 -1.731248 0.4 0.2 -0.5 -1.252
H -5.989110 1.555972 -0.073503 -0.1 -0.7 0.2 0.369
H -4.038817 -3.606947 1.216583 0.1 -0.5 -0.7 0.403
O -3.497597 3.167083 -0.572426 1.5 0.2 -0.4 -0.437
H -0.579074 1.715425 -0.190908 0.0 0.4 0.5 0.178
H 5.750189 0.093361 -1.496382 -0.3 0.8 0.2 0.393
H 0.654880 0.463228 3.978158 0.0 0.5 -0.4 0.494
O -2.362649 -0.774662 0.932381 3.6 1.5 0.8 -0.135
H 3.423665 -2.085502 -3.133700 -0.3 -0.1 -0.2 0.445
H -5.104450 4.126933 0.231285 0.1 0.4 0.0 0.214
H -2.631242 4.779003 -1.581215 -0.3 -0.3 0.2 0.404
H 5.876579 -1.797900 -2.754534 -0.3 -0.4 -0.2 0.413
H 3.978555 2.328067 -0.348829 0.7 -0.4 -0.5 0.327
H -3.777153 -1.756458 -1.230667 0.5 0.1 -0.2 0.454
H 1.754048 -2.873512 3.357393 -0.1 0.1 -0.1 0.267
H 2.578034 -4.179041 0.285342 -0.1 -0.3 -1.1 0.464
H -4.432108 1.344024 0.631952 -0.1 0.2 0.9 -0.133
H -5.453918 4.084422 -2.314247 0.2 0.2 0.4 0.369
H -3.082622 2.802918 0.212928 0.4 -0.1 0.0 0.158
H -5.429703 2.354809 -2.253001 0.3 -0.2 0.2 0.353
C -4.857496 3.210124 -0.304040 -1.1 1.4 -1.3 0.718
H -1.253151 4.613531 -2.185682 0.4 -0.2 0.0 0.330
O -0.805136 1.279012 -1.012294 -0.1 -1.2 -0.1 -0.565
O -2.031859 5.169275 -2.217353 -0.2 0.6 -0.2 -0.669
C 1.421103 -2.633822 -1.666520 -0.6 -1.7 -0.5 -2.066
H 0.650460 -2.222788 -1.014403 -0.2 0.0 -0.4 0.343
C 3.125369 -3.254909 0.099579 -0.1 0.7 0.7 -1.575
H -2.701592 -3.374760 -0.112637 -0.5 -0.6 0.0 0.319
H 4.195272 -3.460832 0.131207 0.0 -0.1 -0.1 0.331
C -5.246498 2.062976 0.542599 -1.9 -1.0 -0.7 -0.824
H -3.991187 -0.101664 -0.665581 -0.2 -0.1 0.3 0.394
H 0.530045 0.461028 2.108757 -0.5 0.5 0.5 -0.070
H 3.911654 -3.578903 -2.366533 0.2 -0.1 0.0 0.396
O 1.665184 -0.547506 0.226030 -1.2 -0.7 2.2 0.761
H -1.572293 -0.666186 3.138186 -0.4 0.2 0.0 0.302
H -2.352939 -3.334871 1.603420 0.0 -0.1 0.1 0.294
H -6.699231 3.165826 -1.434110 -0.1 0.3 0.1 0.448
H -1.146193 1.978439 -1.569705 0.0 0.2 -0.3 0.280
H 2.887050 -2.792547 1.057459 0.1 0.7 -0.1 0.197
H -5.860117 2.385296 1.383831 0.8 -0.3 0.6 0.366
H 1.925238 -0.102759 2.857090 0.2 -0.2 0.2 0.121
H -5.190275 -1.442249 -0.404667 -0.3 0.5 0.2 0.388
```
Forces are in eV/Å.

Calculated values
- Energy above the lowest of the compared OMol25 structures with the same formula, charge and spin: 0.000 eV
- LUMO: 0.10 eV
- E_HOMO: -8.080 eV
- F_max: 4.49 eV/Å
- Charge: 0

---

Record 2
The following is a DFT calculation (ωB97M-V with the def2-TZVPD basis set) of a cluster of 7 separate species, C18H52ClN4O10 in total.

```
85
Properties=species:S:1:pos:R:3:forces:R:3:mulliken_charge:R:1
O -0.788384 -0.047845 -1.290409 0.5 0.0 0.4 -0.652
C 0.009181 -2.145140 6.628541 -0.7 0.0 -0.6 -0.591
H -0.607978 -1.085508 3.270600 -0.5 0.5 0.1 0.258
H 4.762659 1.954440 -0.288143 0.3 0.3 0.2 0.303
H 0.838293 -2.500579 6.013980 0.1 0.2 0.0 0.208
H 1.807358 5.805241 0.204495 -0.1 0.1 -0.2 0.295
H 2.192117 3.607114 0.972104 0.4 0.3 0.7 0.397
H 5.219929 3.572050 -0.975685 0.3 -0.1 -0.1 0.251
H 0.345974 -1.360820 7.308694 0.2 -0.2 0.3 0.289
H 0.260166 5.074021 -0.200855 -0.1 -0.1 0.1 0.191
C -3.018472 -3.570269 -1.686515 -0.4 -0.4 -0.4 0.910
N 0.334850 0.147775 -4.675394 0.1 -0.3 -0.7 -0.674
H 1.523925 -2.039057 3.892832 -0.6 0.0 0.0 0.386
H -3.216874 -3.348948 -2.747484 -0.1 -0.1 -0.1 0.225
O -1.061328 -1.630718 5.837740 0.6 0.1 0.4 -0.368
H 4.527246 2.220693 -1.980554 0.3 0.4 -0.2 0.297
N -0.082453 0.965525 3.392492 0.0 -0.1 0.5 -0.451
H 0.670676 1.452833 3.875076 -0.1 0.3 -0.3 0.251
C -2.861821 -5.094648 -1.579795 -0.2 0.7 -0.3 -1.475
C -4.231458 -3.090294 -0.893408 0.7 -0.1 0.9 -0.975
H -2.363167 5.018642 4.151578 0.0 -0.1 -0.3 0.313
H 1.576481 -3.640517 -1.761885 0.2 0.2 -0.3 0.282
C 4.047427 -1.020956 -1.250349 0.5 0.8 -0.1 -0.233
C -0.458776 4.688126 2.533860 -0.5 0.6 0.0 -0.567
H -2.223017 6.746899 4.300944 -0.1 0.1 -0.2 0.254
O 3.013174 -1.837611 -0.781147 0.0 -0.4 0.1 -0.504
H 3.862476 0.032517 -1.020090 -0.2 -0.1 -0.1 -0.127
H -1.976692 -5.347461 -2.165089 0.0 -0.3 0.2 0.318
O 0.322450 -3.310328 -3.406425 1.0 0.3 0.0 -0.403
H 1.140211 0.250162 -5.286550 0.0 0.2 0.1 0.285
H -1.203255 4.275777 1.841013 0.2 -0.1 -0.3 0.319
H -2.763127 -5.421707 -0.545572 0.2 0.0 0.0 0.325
H 5.007280 -1.242020 -0.772569 -0.2 -0.4 0.2 0.337
C 1.352666 -0.960419 3.922281 1.3 0.5 1.0 -1.604
H -1.959704 -1.889082 -1.296324 0.0 0.0 0.5 0.344
H 0.783069 3.077837 1.014974 -0.4 -0.1 0.6 0.027
H 0.179617 0.972147 2.411280 0.0 -0.1 0.0 0.124
H -2.990441 6.076679 2.828121 -0.1 -0.2 0.1 0.260
H 0.717769 -1.986856 -6.534178 0.0 0.0 0.0 0.375
O -0.930106 5.973337 2.959364 0.2 -0.4 0.4 -0.354
H -1.766805 0.043006 5.000095 0.0 0.3 0.5 0.299
H 0.542057 -4.911389 -2.277840 0.6 -0.6 -0.4 0.221
N -1.806416 -2.894499 -1.245233 -0.3 0.2 -0.1 -0.649
H 1.939994 -0.534762 3.106112 -0.3 -0.1 -0.3 0.360
C 4.529464 2.737721 -1.016285 -1.0 -0.7 0.0 -0.731
O -0.421844 2.123786 -0.528316 0.2 0.7 -0.1 -0.703
H -0.737772 -2.812100 -5.939829 0.2 -0.1 0.1 0.299
C -0.070319 -0.397703 3.933641 0.6 -0.7 -0.8 0.601
H 1.541232 5.392263 2.613330 0.0 0.2 -0.1 0.349
H -4.075110 -3.393368 0.149230 0.1 0.2 0.0 0.359
C 1.217201 -4.146926 -2.666669 -1.3 0.7 0.8 -0.746
H -1.089804 -3.034366 -1.952415 0.1 -0.2 0.0 0.165
C -0.220180 -1.853939 -5.989051 -0.3 0.0 -0.2 -1.661
H -3.726843 -5.590752 -2.025525 0.0 -0.1 0.0 0.419
O 1.083427 1.087846 -2.084196 0.5 0.9 0.0 -0.888
N 1.434807 3.537307 1.659665 0.2 -0.1 -0.9 -0.562
C -0.788692 -0.352439 5.281213 -0.6 -0.5 -1.1 -0.747
H 2.536356 2.651181 -0.901494 0.3 -0.2 -0.2 0.319
H 4.216339 -1.111705 -2.330906 -0.2 0.0 0.0 0.251
H -5.046690 -0.115485 -2.035969 0.1 0.0 0.4 0.257
H -3.770383 -1.093045 -2.775763 0.0 0.1 0.0 0.089
H -5.401542 -1.737611 -2.643463 -0.1 0.0 0.0 0.333
H -0.275400 0.314292 5.983843 0.0 0.0 0.1 0.368
O 3.248284 3.289460 -0.749585 -0.1 0.3 0.0 -0.553
C 0.973491 -2.069641 -3.749635 -0.7 -0.7 0.5 0.145
H -0.872386 -1.190586 -6.561454 0.1 0.1 0.0 0.433
O -4.335895 -1.683036 -0.873933 -0.5 0.3 0.1 -0.340
C 0.783220 5.654861 0.558720 0.7 0.3 0.5 -1.171
H 0.566852 0.516659 -3.757011 0.0 0.0 -0.2 0.414
H -5.176963 -3.580372 -1.161937 0.1 0.1 -0.6 0.386
C -2.196636 5.931782 3.569143 0.2 0.4 0.3 -0.742
O 1.078648 0.456276 0.133405 0.2 -0.5 0.7 -0.489
C -4.651808 -1.123374 -2.126805 0.1 -0.5 -0.5 -0.542
H 1.947453 -2.354397 -4.168795 -0.1 0.4 -0.6 0.420
H 2.080424 -4.449738 -3.259327 -0.1 -0.4 -0.1 0.325
C -0.011027 -1.270347 -4.605211 0.3 0.2 0.2 1.164
H -0.401293 -3.014503 7.139613 0.1 0.1 0.3 0.233
H 0.314177 6.635355 0.657870 -0.1 0.0 0.1 0.422
H -0.972125 -1.328085 -4.084818 0.1 -0.1 0.2 -0.372
H 2.198105 -1.324023 -0.782757 0.0 0.2 0.2 0.197
Cl 0.227198 0.915882 -0.928628 -1.0 -1.0 -0.6 1.529
H -0.398182 3.961133 3.350702 0.1 0.2 0.2 0.362
H 1.898114 -0.612159 4.817779 -0.1 0.0 0.0 0.393
H 1.200102 -1.499112 -2.841537 -0.2 -0.1 0.0 -0.374
C 0.899232 4.889621 1.888477 -0.8 -0.8 -0.7 0.313
```
Forces are in eV/Å.

Calculated values
- Energy above the lowest of the compared OMol25 structures with the same formula, charge and spin: 1.887 eV
- LUMO: 2.87 eV
- E_HOMO: -6.421 eV
- F_max: 1.69 eV/Å
- Charge: -1